Record 1
13
Properties=species:S:1:pos:R:3 method="wB97M-V/def2-TZVPD" smiles="C=NC/C=C/O" energy_ev=-7797.233 e_lumo_ev=0.863 homo_ev=-8.81 max_force_ev_per_a=0.44 molar_mass_g_mol=85.106
C 0.3146 1.8715 0.3662
N 0.8507 1.2857 -0.6188
C 1.2942 -0.0754 -0.3383
C 0.1047 -1.0021 -0.2597
C -1.1649 -0.5937 -0.2622
O -2.2368 -1.3482 0.1001
H 0.2412 1.4220 1.3687
H -0.1556 2.8447 0.2243
H 1.8255 -0.1295 0.6286
H 2.0090 -0.3901 -1.1073
H 0.3205 -2.0569 -0.0907
H -1.4723 0.4053 -0.5519
H -1.9063 -2.0802 0.6360

Record 2
8
Properties=species:S:1:pos:R:3 method="wB97M-V/def2-TZVPD" energy_ev=-19417.215 e_lumo_ev=0.527 homo_ev=-9.30 max_force_ev_per_a=3.44 molar_mass_g_mol=104.511
C 1.7459 0.1881 1.3286
C 0.8485 0.2520 0.5388
C -0.2583 0.5175 -0.3133
C -1.1682 -0.4487 -0.6513
F -1.2522 -1.6081 0.0011
Cl -2.3087 -0.4100 -2.0540
H 2.6439 0.1260 2.0692
H -0.2508 1.3832 -0.9191

Record 3
51
Properties=species:S:1:pos:R:3 method="wB97M-V/def2-TZVPD" multiplicity=3 energy_ev=-127792.136 e_lumo_ev="-0.974 / -0.955" homo_ev="-6.41 / -6.43" max_force_ev_per_a=5.07 s_squared=2.29 molar_mass_g_mol=486.146
O 3.4750 -0.7615 -1.7441
H 3.9260 -1.1806 -2.5257
Ti -0.0326 -0.3229 -0.4797
N 0.6096 1.2330 -1.8387
N 1.4062 1.1121 0.5707
N -1.2486 -2.0632 -0.4160
N -0.1083 -1.1295 1.6240
O 0.0331 1.2560 -2.9740
O -1.7714 -2.6497 -1.5677
O 0.6302 -0.8234 2.7214
O 1.6668 1.2689 1.8523
C 1.9740 2.1047 -0.1749
C 1.6211 2.1023 -1.5368
C -1.7107 -2.5577 0.7300
C -1.1363 -1.9733 1.8994
C 2.2622 2.8619 -2.6409
H 3.1129 2.2738 -3.0243
H 2.6274 3.8371 -2.3051
H 1.5458 3.0000 -3.4623
C 2.9146 3.0860 0.4304
H 3.7511 2.5793 0.9228
H 2.4299 3.7429 1.1637
H 3.3425 3.7466 -0.3353
C -2.6904 -3.6700 0.6330
C -1.6538 -2.3488 3.2605
H -2.5232 -4.2485 -0.2902
H -3.7353 -3.3018 0.6181
H -2.5795 -4.3236 1.5069
H -1.2482 -1.6928 4.0387
H -1.3881 -3.3994 3.4806
H -2.7628 -2.2807 3.2700
H -1.1727 -2.4222 -2.3076
H 1.1358 0.1088 2.4341
C 3.4216 -1.6984 0.2305
H 4.3173 -1.2544 -0.1223
H 2.6857 -2.3099 -0.2705
H 2.9316 -1.4629 1.2316
O 0.8369 -1.2997 -1.6676
H 2.5851 -1.1763 -1.6011
H 1.0361 -2.2817 -1.6141
Br -2.7651 3.4928 2.5557
C -2.7109 2.3407 1.0531
C -3.7437 2.2715 0.1196
C -3.6394 1.4293 -0.9988
C -2.4870 0.6791 -1.1619
N -1.5486 0.7812 -0.2222
C -1.5899 1.5546 0.8813
H -4.6160 2.8868 0.2696
H -4.4016 1.3237 -1.7513
H -2.2827 0.0302 -2.0082
H -0.7316 1.5296 1.5432

Please write out number 3 again, unchanged.
51
Properties=species:S:1:pos:R:3 method="wB97M-V/def2-TZVPD" multiplicity=3 energy_ev=-127792.136 e_lumo_ev="-0.974 / -0.955" homo_ev="-6.41 / -6.43" max_force_ev_per_a=5.07 s_squared=2.29 molar_mass_g_mol=486.146
O 3.4750 -0.7615 -1.7441
H 3.9260 -1.1806 -2.5257
Ti -0.0326 -0.3229 -0.4797
N 0.6096 1.2330 -1.8387
N 1.4062 1.1121 0.5707
N -1.2486 -2.0632 -0.4160
N -0.1083 -1.1295 1.6240
O 0.0331 1.2560 -2.9740
O -1.7714 -2.6497 -1.5677
O 0.6302 -0.8234 2.7214
O 1.6668 1.2689 1.8523
C 1.9740 2.1047 -0.1749
C 1.6211 2.1023 -1.5368
C -1.7107 -2.5577 0.7300
C -1.1363 -1.9733 1.8994
C 2.2622 2.8619 -2.6409
H 3.1129 2.2738 -3.0243
H 2.6274 3.8371 -2.3051
H 1.5458 3.0000 -3.4623
C 2.9146 3.0860 0.4304
H 3.7511 2.5793 0.9228
H 2.4299 3.7429 1.1637
H 3.3425 3.7466 -0.3353
C -2.6904 -3.6700 0.6330
C -1.6538 -2.3488 3.2605
H -2.5232 -4.2485 -0.2902
H -3.7353 -3.3018 0.6181
H -2.5795 -4.3236 1.5069
H -1.2482 -1.6928 4.0387
H -1.3881 -3.3994 3.4806
H -2.7628 -2.2807 3.2700
H -1.1727 -2.4222 -2.3076
H 1.1358 0.1088 2.4341
C 3.4216 -1.6984 0.2305
H 4.3173 -1.2544 -0.1223
H 2.6857 -2.3099 -0.2705
H 2.9316 -1.4629 1.2316
O 0.8369 -1.2997 -1.6676
H 2.5851 -1.1763 -1.6011
H 1.0361 -2.2817 -1.6141
Br -2.7651 3.4928 2.5557
C -2.7109 2.3407 1.0531
C -3.7437 2.2715 0.1196
C -3.6394 1.4293 -0.9988
C -2.4870 0.6791 -1.1619
N -1.5486 0.7812 -0.2222
C -1.5899 1.5546 0.8813
H -4.6160 2.8868 0.2696
H -4.4016 1.3237 -1.7513
H -2.2827 0.0302 -2.0082
H -0.7316 1.5296 1.5432

Please write out number 1 again, unchanged.
13
Properties=species:S:1:pos:R:3 method="wB97M-V/def2-TZVPD" smiles="C=NC/C=C/O" energy_ev=-7797.233 e_lumo_ev=0.863 homo_ev=-8.81 max_force_ev_per_a=0.44 molar_mass_g_mol=85.106
C 0.3146 1.8715 0.3662
N 0.8507 1.2857 -0.6188
C 1.2942 -0.0754 -0.3383
C 0.1047 -1.0021 -0.2597
C -1.1649 -0.5937 -0.2622
O -2.2368 -1.3482 0.1001
H 0.2412 1.4220 1.3687
H -0.1556 2.8447 0.2243
H 1.8255 -0.1295 0.6286
H 2.0090 -0.3901 -1.1073
H 0.3205 -2.0569 -0.0907
H -1.4723 0.4053 -0.5519
H -1.9063 -2.0802 0.6360